# C24H25MnN3OS6Sb

C24H25MnN3OS6Sb as an isolated structure (wB97M-V/def2-TZVPD, the Open Molecules 2025 dataset).

Values from the calculation:
<S²>: 6.144
Frontier orbital gap (spin up / spin down), eV: 5.93 / 5.96
Net charge: -2
Energy, eV: -134686.499
Energy relative to the best compared isomer or geometry (same formula, charge and spin), kJ/mol: 45.4
Spin multiplicity: 5
Lowest unoccupied orbital energy (spin up / spin down), Ha: 0.1417 / 0.1417

Structure (XYZ):
```
61
Properties=species:S:1:pos:R:3:forces:R:3:nbo_charge:R:1
Mn 0.360 2.307 -0.675 0.5 -0.4 -0.4 1.0806
C 2.183 -3.021 -0.034 0.0 0.0 0.0 -0.6433
C 0.853 -3.571 0.398 0.1 -0.1 0.0 -0.0323
C 0.542 -4.914 0.217 0.1 0.0 0.0 -0.2008
C -0.644 -5.464 0.680 0.0 0.1 0.0 -0.2355
C -1.556 -4.656 1.345 0.0 0.0 0.0 -0.2133
C -1.283 -3.309 1.515 -0.1 -0.1 -0.1 -0.2165
C -0.093 -2.766 1.041 -0.2 0.1 0.1 0.1418
N 0.172 -1.402 1.264 0.2 0.1 0.0 -0.6376
C 0.365 -0.492 0.234 -0.2 0.0 -0.1 0.6988
N -0.026 -0.901 -0.982 0.1 0.0 0.0 -0.6022
C 0.187 -0.263 -2.237 0.0 -0.3 0.1 0.1790
C 0.442 1.095 -2.320 -0.2 0.1 0.1 -0.3770
C 0.734 1.614 -3.586 0.0 0.0 -0.1 -0.2072
C 0.713 0.804 -4.709 0.0 0.0 0.0 -0.2280
C 0.369 -0.541 -4.599 0.0 0.0 0.0 -0.2150
C 0.105 -1.103 -3.363 0.0 0.1 0.1 -0.0720
C -0.300 -2.548 -3.233 0.0 0.0 -0.1 -0.6350
N 0.868 0.683 0.473 0.0 0.1 0.0 -0.7045
C 1.491 0.895 1.741 0.0 -0.1 -0.3 0.2412
C 2.800 0.463 1.913 0.1 0.0 0.1 -0.2293
C 3.446 0.636 3.126 -0.1 0.1 0.0 -0.2242
C 2.769 1.259 4.168 0.0 0.0 -0.1 -0.2294
C 1.475 1.715 3.970 0.0 0.1 0.0 -0.1908
C 0.810 1.558 2.754 0.0 0.1 0.2 -0.0480
C -0.572 2.111 2.552 0.0 0.1 0.0 -0.6352
H 2.923 -3.821 -0.075 0.0 0.0 0.0 0.2077
H 2.533 -2.262 0.667 0.0 0.0 0.0 0.2356
H 2.137 -2.545 -1.016 0.0 0.0 0.0 0.2349
H 1.270 -5.545 -0.281 0.0 0.0 0.0 0.1996
H -0.851 -6.515 0.524 0.0 0.0 0.0 0.2020
H -2.489 -5.063 1.711 0.0 0.0 0.0 0.2087
H -2.005 -2.652 1.985 0.0 0.0 0.0 0.2403
H -0.291 -0.982 2.058 0.0 0.0 0.0 0.4263
H -0.643 -1.699 -0.977 0.0 0.0 0.0 0.4208
H 0.966 2.668 -3.698 0.0 0.0 0.0 0.2552
H 0.938 1.229 -5.680 0.0 0.0 0.0 0.2019
H 0.303 -1.165 -5.485 0.0 0.0 0.0 0.1866
H -0.286 -3.033 -4.209 0.0 0.0 0.0 0.2108
H -1.316 -2.651 -2.835 0.0 0.0 0.0 0.2127
H 0.360 -3.116 -2.573 0.0 0.0 0.0 0.2067
H 3.307 0.012 1.069 0.0 0.0 0.0 0.2124
H 4.470 0.306 3.248 0.0 0.0 0.0 0.2002
H 3.256 1.414 5.123 0.0 0.0 0.0 0.1979
H 0.959 2.233 4.770 0.0 0.0 0.0 0.2024
H -0.854 2.725 3.407 -0.1 0.0 0.0 0.2178
H -1.337 1.342 2.408 0.0 0.0 0.0 0.2556
H -0.629 2.757 1.666 0.1 0.0 0.1 0.2156
S 2.207 5.296 -3.487 0.0 -0.1 -0.1 -0.8958
Sb 1.152 5.291 -1.473 0.0 0.1 0.1 1.4048
S 2.094 3.691 0.048 0.1 0.1 0.1 -0.7932
S -0.844 3.926 -1.622 -0.2 0.2 -0.1 -0.6309
S 0.774 7.281 -0.453 -0.1 0.0 0.0 -0.8758
C -4.789 3.525 0.150 0.0 0.0 -0.1 -0.2566
O -4.019 2.400 -0.248 0.0 0.1 0.0 -0.5215
C -3.676 1.478 0.664 -0.1 -0.3 0.1 0.0572
S -4.338 1.516 2.217 0.2 -0.1 -0.1 -0.3714
S -2.571 0.340 0.042 -0.2 0.1 0.2 -0.3964
H -4.763 4.190 -0.711 0.0 0.0 0.0 0.1877
H -4.347 4.006 1.022 0.0 0.0 0.0 0.1998
H -5.813 3.234 0.390 0.0 0.0 0.0 0.1761
```
Forces are in eV/Å.